#1
This record from the OMol25 dataset describes H2OS5 in the gas phase. The level of theory is the ωB97M-V functional and the def2-TZVPD basis.

* net charge: 0
* LUMO level: -0.1 eV
* HOMO-LUMO gap: 9.12 eV

Structure (XYZ):
```
8
Properties=species:S:1:pos:R:3:nbo_charge:R:1
S -0.283 0.924 1.371 -0.10
S -0.511 1.740 -0.440 0.06
S -1.199 -0.902 1.005 1.06
S 0.632 -1.788 0.251 -0.23
S 1.207 1.363 -1.425 -0.12
O -2.108 -0.534 -0.033 -0.92
H 0.145 -2.923 -0.061 0.11
H 2.118 2.120 -0.668 0.14
```


#2
This record from the OMol25 dataset describes H2OS5 in the gas phase. The level of theory is the ωB97M-V functional and the def2-TZVPD basis.

* net charge: 0
* LUMO level: -1.0 eV
* HOMO-LUMO gap: 8.04 eV

Structure (XYZ):
```
8
Properties=species:S:1:pos:R:3:nbo_charge:R:1
S -0.267 2.344 -0.424 -0.03
S 1.052 -2.724 -2.818 -0.28
S -1.451 0.647 -0.460 0.46
S 0.525 -1.584 -1.395 0.64
S 1.115 2.254 1.140 -0.17
O -0.872 -0.410 -1.634 -0.88
H -0.305 -2.332 -0.555 0.10
H 1.003 3.369 1.973 0.16
```


Stability summary: most stable #1, least stable #2.


#1
This record from the OMol25 dataset describes a gas-phase ion, C5H14N3 (charge +1). The level of theory is the ωB97M-V functional and the def2-TZVPD basis.

* net charge: +1
* multiplicity: 3
* LUMO level (spin up / spin down): -3.1 / -7.4 eV
* HOMO-LUMO gap (spin up / spin down): 6.58 / 6.19 eV

Structure (XYZ):
```
22
Properties=species:S:1:pos:R:3:lowdin_spin:R:1
N 0.164 -0.983 0.770 0.06
N 1.196 1.533 0.053 0.03
N -1.381 1.573 -0.105 0.86
C -2.249 0.666 0.149 0.74
C 2.078 0.374 -0.343 0.01
C 1.608 -0.953 0.377 0.00
C -0.600 -1.262 -0.443 0.01
C -2.043 -0.739 -0.286 0.12
H 0.194 1.266 -0.165 0.01
H 2.154 0.335 -1.433 0.00
H -3.346 0.931 0.507 0.05
H -0.101 -0.766 -1.221 0.00
H 0.140 -1.751 1.423 0.00
H 3.077 0.510 0.188 0.00
H 2.170 -0.893 1.248 0.00
H -2.402 -1.376 0.465 0.01
H 1.914 -1.759 -0.310 0.00
H -1.808 2.446 0.169 0.03
H 1.156 1.652 1.122 0.00
H -0.703 -2.335 -0.528 0.00
H -2.709 -0.900 -1.292 0.06
H 1.491 2.434 -0.344 0.00
```


#2
This record from the OMol25 dataset describes a gas-phase ion, C5H14N3 (charge +1). The level of theory is the ωB97M-V functional and the def2-TZVPD basis.

* net charge: +1
* multiplicity: 3
* LUMO level (spin up / spin down): -2.8 / -7.3 eV
* HOMO-LUMO gap (spin up / spin down): 6.92 / 7.27 eV

Structure (XYZ):
```
22
Properties=species:S:1:pos:R:3:lowdin_spin:R:1
N 0.471 0.279 -0.192 0.69
N -1.379 1.688 0.142 0.02
N 0.119 -0.846 0.460 0.28
C -0.908 -1.513 0.028 0.56
C 0.877 -1.379 1.602 0.05
C 1.423 0.207 -1.318 0.07
C -1.765 -1.101 -1.160 0.11
C 0.023 1.649 0.278 0.04
H 0.865 -0.037 -2.237 0.03
H 1.316 -2.341 1.350 0.01
H -1.888 2.196 0.903 0.00
H 2.131 1.052 -1.371 0.01
H -2.818 -1.127 -0.852 0.02
H 1.472 -0.449 1.820 0.00
H 0.297 1.774 1.269 0.02
H -1.689 2.378 -0.594 0.00
H 2.179 -0.615 -0.945 0.02
H -1.244 -0.081 -1.136 0.01
H 0.702 2.344 -0.336 0.00
H -1.640 -1.718 -2.052 0.02
H 0.325 -1.515 2.520 0.01
H -1.027 -2.421 0.635 0.04
```


Stability summary: most stable #1, least stable #2.


#1
This record from the OMol25 dataset describes C5H4N2S in the gas phase. The level of theory is the ωB97M-V functional and the def2-TZVPD basis.

* net charge: 0
* LUMO level: 0.3 eV
* HOMO-LUMO gap: 8.26 eV

Structure (XYZ):
```
12
Properties=species:S:1:pos:R:3:nbo_charge:R:1
S -1.472 -1.348 -1.126 0.44
N 1.835 -0.468 1.417 0.05
N 1.881 -1.606 1.451 -0.01
C -1.662 0.353 -1.276 -0.39
C -0.725 1.042 -0.577 -0.25
C 0.167 0.182 0.119 -0.10
C -0.112 -1.145 -0.088 -0.45
C 1.269 0.579 0.978 -0.22
H -0.656 2.115 -0.547 0.22
H 0.379 -2.026 0.284 0.25
H 1.553 1.574 1.245 0.24
H -2.457 0.748 -1.880 0.24
```


#2
This record from the OMol25 dataset describes C5H4N2S in the gas phase. The level of theory is the ωB97M-V functional and the def2-TZVPD basis.

* net charge: 0
* LUMO level: 0.4 eV
* HOMO-LUMO gap: 9.13 eV
* SMILES string: N#Cc1c[nH]cc1S

Structure (XYZ):
```
12
Properties=species:S:1:pos:R:3:nbo_charge:R:1
S -1.127 1.114 -1.993 -0.01
N -0.635 -0.970 1.206 -0.46
N 2.631 1.558 -1.363 -0.32
C -0.512 0.186 -0.521 -0.14
C -1.387 -0.614 0.125 -0.12
C 1.935 0.765 -0.640 0.29
C 0.612 -0.501 1.337 -0.01
C 0.764 0.141 0.001 -0.28
H -2.482 -0.985 0.022 0.25
H -0.077 1.980 -2.158 0.16
H -0.907 -1.712 1.728 0.40
H 1.184 -0.964 2.256 0.25
```


#3
This record from the OMol25 dataset describes C5H4N2S in the gas phase. The level of theory is the ωB97M-V functional and the def2-TZVPD basis.

* net charge: 0
* LUMO level (spin up / spin down): -2.8 / -2.9 eV
* HOMO-LUMO gap (spin up / spin down): 5.70 / 5.44 eV

Structure (XYZ):
```
12
Properties=species:S:1:pos:R:3:nbo_charge:R:1
S -3.124 -0.094 -0.129 0.10
N 0.080 0.041 0.044 -0.42
N 0.479 2.232 0.078 -0.49
C -0.376 1.300 0.205 0.51
C -1.943 -1.306 0.080 -0.40
C 1.441 0.221 -0.155 -0.10
C 1.664 1.571 -0.141 -0.07
C -0.601 -1.158 0.125 -0.04
H -2.337 -2.305 0.192 0.23
H 0.027 -2.024 0.285 0.22
H 2.574 2.117 -0.262 0.22
H 2.115 -0.594 -0.322 0.22
```


Stability summary: most stable #1, least stable #3.


#1
This record from the OMol25 dataset describes 3 unconnected molecules or ions with the total composition C4H14NO2. The level of theory is the ωB97M-V functional and the def2-TZVPD basis.

* net charge: 0
* multiplicity: 2
* LUMO level (spin up / spin down): 0.5 / 0.4 eV
* HOMO-LUMO gap (spin up / spin down): 3.18 / 11.92 eV

Structure (XYZ):
```
21
Properties=species:S:1:pos:R:3:lowdin_spin:R:1
O -2.180 1.793 1.707 0.11
O 1.224 1.686 -1.562 0.26
N -0.146 0.342 0.317 0.03
C -0.010 -1.791 -0.837 0.02
C 1.262 -1.499 -0.004 0.03
C 0.684 -0.600 1.098 0.05
C -0.887 -0.540 -0.676 0.07
H 0.055 -1.208 1.754 0.01
H 1.700 -2.405 0.409 0.00
H 0.527 0.838 -0.322 0.03
H 1.029 2.645 -1.429 0.12
H -1.885 -0.587 -0.243 0.01
H 1.464 -0.173 1.726 0.02
H -0.772 0.956 0.839 0.02
H -2.072 2.728 1.505 0.05
H 1.411 1.604 -2.523 0.08
H -0.870 -0.059 -1.655 0.04
H 2.032 -0.876 -0.459 0.02
H -2.277 1.732 2.674 0.02
H 0.283 -1.948 -1.874 0.01
H -0.573 -2.635 -0.444 0.00
```


#2
This record from the OMol25 dataset describes 2 unconnected molecules or ions with the total composition C4H14NO2. The level of theory is the ωB97M-V functional and the def2-TZVPD basis.

* net charge: 0
* multiplicity: 2
* LUMO level (spin up / spin down): 0.6 / 0.4 eV
* HOMO-LUMO gap (spin up / spin down): 3.74 / 11.61 eV

Structure (XYZ):
```
21
Properties=species:S:1:pos:R:3:lowdin_spin:R:1
O 2.027 1.016 -4.138 0.02
O -0.711 -1.891 1.960 0.06
N -1.181 -0.067 0.138 0.16
C 0.021 -0.916 -0.075 0.09
C 0.457 -1.616 1.214 0.04
C -0.932 1.395 0.194 0.12
C 0.049 1.838 1.270 0.02
H 0.184 2.893 1.050 0.01
H -0.465 1.799 2.221 0.01
H 0.802 -0.366 -0.592 0.01
H -1.962 -0.268 -0.614 0.24
H 1.076 -0.948 1.807 0.00
H -1.886 1.762 0.575 0.05
H 1.856 1.868 -4.551 0.00
H -0.229 -1.667 -0.812 0.05
H 0.989 1.293 1.310 0.00
H -0.706 1.816 -0.772 0.03
H 0.915 -2.563 0.932 0.01
H -1.653 -0.399 0.992 0.06
H 2.157 1.208 -3.207 0.00
H -0.789 -2.815 2.212 0.01
```


Stability summary: most stable #1, least stable #2.


#1
This record from the OMol25 dataset describes 2 unconnected molecules or ions with the total composition CH5OPS2. The level of theory is the ωB97M-V functional and the def2-TZVPD basis.

* net charge: 0
* LUMO level: -0.5 eV
* HOMO-LUMO gap: 9.34 eV
* SMILES string: CP(=O)=S.S

Structure (XYZ):
```
10
Properties=species:S:1:pos:R:3:nbo_charge:R:1
S -1.532 -1.196 1.833 -0.45
S 2.095 -2.187 -1.350 -0.27
P -1.261 -0.077 0.282 1.64
O -1.651 -0.392 -1.089 -0.99
C -0.353 1.516 0.484 -1.00
H 2.423 -1.413 -0.322 0.13
H 0.347 1.624 -0.343 0.27
H 0.157 1.519 1.443 0.26
H 0.845 -1.732 -1.381 0.14
H -1.068 2.337 0.443 0.27
```


#2
This record from the OMol25 dataset describes 2 unconnected molecules or ions with the total composition CH5OPS2. The level of theory is the ωB97M-V functional and the def2-TZVPD basis.

* net charge: 0
* LUMO level: -0.7 eV
* HOMO-LUMO gap: 8.80 eV
* SMILES string: COP=S.S

Structure (XYZ):
```
10
Properties=species:S:1:pos:R:3:nbo_charge:R:1
S 2.111 0.925 0.107 -0.28
S -3.194 1.718 -0.119 -0.50
P -3.767 -0.084 0.225 0.97
O -2.468 -1.040 0.419 -0.79
C -1.145 -0.618 0.442 -0.26
H -0.640 -1.528 0.562 0.20
H 1.629 1.013 1.352 0.14
H -0.983 -0.325 -0.575 0.19
H 1.425 2.058 -0.043 0.15
H -0.824 0.198 1.020 0.19
```


Stability summary: most stable #1, least stable #2.


#1
This record from the OMol25 dataset describes C14H18N2O in the gas phase. The level of theory is the ωB97M-V functional and the def2-TZVPD basis.

* net charge: 0
* LUMO level: 0.9 eV
* HOMO-LUMO gap: 9.42 eV
* SMILES string: C=CCc1ccccc1[C@@H](C)OC1=NCCN1

Structure (XYZ):
```
35
Properties=species:S:1:pos:R:3:nbo_charge:R:1
O 1.773 -0.013 -1.188 -0.50
N 2.082 -1.422 -3.003 -0.63
N 0.953 -2.051 -1.128 -0.57
C 2.023 -2.912 -3.138 -0.22
C 0.305 -0.800 3.451 -0.20
C 0.084 -0.084 2.176 0.04
C 0.828 1.960 -0.529 -0.61
C 2.373 -0.149 1.523 -0.18
C 0.756 0.456 -0.279 0.10
C 1.548 -1.135 -1.783 0.68
C 0.854 -3.207 -2.045 -0.23
C -1.560 1.669 2.199 -0.15
C 1.038 0.139 1.167 -0.07
C 1.638 -1.023 3.714 -0.21
C 2.661 -0.728 2.757 -0.22
C -1.329 0.253 1.868 -0.48
C -1.948 2.153 3.336 -0.40
H 2.936 -0.902 -3.285 0.40
H 2.915 -3.423 -2.915 0.18
H -1.386 2.393 1.447 0.19
H -2.044 3.163 3.567 0.19
H 0.393 2.477 0.253 0.21
H 1.849 -1.726 4.494 0.20
H -0.166 0.003 -0.721 0.22
H -2.098 -0.259 2.521 0.22
H 0.387 2.103 -1.491 0.21
H 3.252 0.012 0.903 0.22
H 0.984 -4.201 -1.625 0.19
H -0.411 -1.070 4.159 0.22
H 3.710 -1.021 3.104 0.21
H -1.609 -0.043 0.867 0.22
H -2.233 1.752 4.273 0.19
H 1.900 2.187 -0.619 0.22
H 1.694 -3.315 -4.017 0.19
H -0.100 -3.164 -2.456 0.18
```


#2
This record from the OMol25 dataset describes C14H18N2O in the gas phase. The level of theory is the ωB97M-V functional and the def2-TZVPD basis.

* net charge: 0
* LUMO level: -0.1 eV
* HOMO-LUMO gap: 8.64 eV
* SMILES string: CC(C)[C@@H](C)COc1ccc2nccnc2c1

Structure (XYZ):
```
35
Properties=species:S:1:pos:R:3:nbo_charge:R:1
O -0.486 -0.018 -2.046 -0.52
N 4.364 1.492 0.139 -0.35
N 3.651 -1.259 0.081 -0.38
C 3.195 1.067 -0.409 0.06
C -1.581 -0.526 0.136 -0.25
C 1.591 -0.671 -0.984 -0.33
C 4.761 -0.813 0.599 0.01
C 1.101 1.634 -1.499 -0.26
C -1.115 -1.651 1.099 -0.61
C -3.081 -0.197 0.319 -0.21
C -3.301 1.195 -0.285 -0.61
C -1.298 -0.943 -1.312 -0.06
C 2.836 -0.295 -0.425 0.19
C 5.113 0.549 0.640 -0.01
C -3.404 -0.089 1.818 -0.61
C 0.732 0.265 -1.506 0.40
C 2.306 2.019 -0.964 -0.17
H -0.273 -2.183 0.671 0.21
H 2.572 3.063 -0.942 0.23
H -0.880 -1.945 -1.389 0.17
H -4.349 1.442 -0.425 0.21
H -1.914 -2.383 1.198 0.20
H -3.549 -1.056 2.287 0.21
H 6.046 0.839 1.100 0.19
H -4.254 0.567 1.984 0.21
H 5.441 -1.535 1.029 0.19
H -1.043 0.379 0.415 0.21
H -3.694 -0.959 -0.157 0.20
H -2.877 1.919 0.409 0.20
H 1.335 -1.718 -0.986 0.23
H -2.749 1.324 -1.213 0.21
H -0.802 -1.266 2.062 0.22
H -2.239 -0.971 -1.854 0.19
H 0.407 2.347 -1.913 0.23
H -2.560 0.378 2.322 0.20
```


Stability summary: most stable #2, least stable #1.